[1]
Formula: C22H38Br14F10O2P
Source: OMol25
Level of theory: ωB97M-V with the def2-TZVPD basis set

The calculation puts the highest occupied orbital energy at -3.958 eV. The calculation puts the calculated total energy at -38387.50136 hartree. The orbital gap is 5.669 eV.

```
! RIJCOSX wB97M-V def2-TZVPD def2/J DEFGRID3
* xyz -1 1
F 3.444 2.423 2.361
C 3.076 1.012 1.967
O 3.764 0.460 0.753
P 2.847 -0.898 0.143
O 1.410 -0.553 1.082
C 1.473 0.877 1.528
C 1.019 2.015 0.425
C -0.637 2.239 0.377
C -1.450 0.842 0.101
F -1.542 -0.071 1.266
F -0.681 0.100 -0.966
C -2.989 1.045 -0.464
F -3.276 -0.171 -1.299
F -3.089 2.204 -1.429
C -4.108 1.333 0.699
F -3.543 1.976 1.938
F -5.064 2.359 0.135
C -5.026 0.041 1.118
F -4.271 -1.054 1.798
F -6.004 0.548 2.151
F -5.900 -0.466 -0.005
H 3.139 0.243 2.864
H 1.996 -1.861 -0.550
H 2.562 -0.022 -0.966
H 3.923 -1.436 -0.674
H 3.256 -1.869 1.130
H 0.837 0.934 2.532
H 1.517 3.037 0.788
H 1.435 1.825 -0.662
H -0.810 2.977 -0.536
H -0.997 2.824 1.351
Br 0.953 4.887 -2.959
C 2.823 4.330 -2.941
C 3.049 3.144 -3.850
Br 2.406 1.495 -3.032
H 3.087 4.135 -1.899
H 3.382 5.201 -3.297
H 4.119 2.983 -4.013
H 2.548 3.237 -4.818
Br -7.786 -3.181 3.160
C -6.894 -1.684 4.036
C -7.017 -1.778 5.539
Br -8.796 -1.246 6.136
H -7.323 -0.769 3.621
H -5.846 -1.760 3.730
H -6.332 -1.077 6.026
H -6.838 -2.784 5.928
Br -0.268 -3.239 -1.575
C -1.972 -2.895 -2.459
C -2.515 -4.147 -3.108
Br -1.576 -4.544 -4.770
H -1.806 -2.076 -3.164
H -2.641 -2.553 -1.662
H -3.560 -4.008 -3.398
H -2.432 -5.035 -2.475
Br 6.102 2.194 0.312
C 7.296 3.536 -0.449
C 6.645 4.253 -1.609
Br 6.644 3.144 -3.213
H 8.222 3.022 -0.720
H 7.498 4.233 0.370
H 7.217 5.145 -1.879
H 5.607 4.537 -1.416
Br 2.948 -2.596 -5.198
C 4.786 -3.134 -4.828
C 5.008 -3.342 -3.348
Br 5.174 -1.638 -2.413
H 5.436 -2.371 -5.262
H 4.922 -4.074 -5.373
H 5.956 -3.858 -3.169
H 4.201 -3.896 -2.861
Br 3.365 -8.180 0.838
C 1.648 -7.285 0.604
C 1.660 -6.387 -0.611
Br 2.630 -4.732 -0.256
H 1.436 -6.754 1.535
H 0.922 -8.094 0.478
H 0.644 -6.072 -0.867
H 2.125 -6.848 -1.487
Br -5.801 2.846 3.505
C -5.742 4.452 4.610
C -5.258 5.644 3.818
Br -3.326 5.584 3.562
H -5.116 4.222 5.476
H -6.774 4.605 4.944
H -5.443 6.572 4.367
H -5.710 5.718 2.825
*
```

Here are the Mulliken charges for atoms 1 to 4, given in e: number 1, F, carries -0.383; number 2, C, carries 0.011; number 3, O, carries -0.153; number 4, P, carries 1.793

***

[2]
Formula: C22H38Br2O8
Source: OMol25
Level of theory: ωB97M-V with the def2-TZVPD basis set

The calculation puts the highest occupied orbital energy at -9.164 eV. The calculation puts the calculated total energy at -6610.85320 hartree. The orbital gap is 7.649 eV. The calculation puts the energy above the lowest of the compared OMol25 structures with the same formula, charge and spin at 0.402 eV. The structure (SMILES) is CCOCCOCC1=CC(=O)C([C@H](Br)[C@H](C)Br)=CC1=O.COCCOC.COCCOC.

```
! RIJCOSX wB97M-V def2-TZVPD def2/J DEFGRID3
* xyz 0 1
C -2.114 1.219 9.578
C -3.097 1.609 8.470
O -3.865 0.537 7.970
C -3.209 -0.190 6.949
C -3.071 0.560 5.609
O -3.968 0.126 4.606
C -3.419 -0.869 3.766
C -2.321 -0.365 2.854
C -2.497 0.328 1.758
C -1.308 0.740 0.948
O -1.495 1.050 -0.177
C 0.054 0.723 1.553
C 1.229 1.439 0.944
Br 1.137 3.375 1.161
C 1.397 1.009 -0.528
C 1.577 -0.519 -0.671
Br 3.013 1.884 -1.263
C 0.237 0.045 2.658
C -0.913 -0.703 3.247
O -0.686 -1.575 4.013
H -1.282 0.623 9.196
H -1.661 2.151 9.936
H -2.587 0.747 10.438
H -2.538 2.162 7.704
H -3.810 2.323 8.891
H -2.198 -0.436 7.312
H -3.702 -1.156 6.822
H -2.016 0.536 5.312
H -3.303 1.612 5.794
H -3.054 -1.698 4.383
H -4.224 -1.252 3.135
H -3.490 0.605 1.432
H 2.138 1.116 1.447
H 0.574 1.357 -1.142
H 2.531 -0.709 -1.162
H 0.801 -0.932 -1.317
H 1.557 -1.056 0.279
H 1.204 0.017 3.141
C 5.232 -1.734 -2.954
O 4.184 -0.989 -3.552
C 4.583 0.326 -3.923
C 4.853 0.426 -5.410
O 5.989 -0.339 -5.792
C 5.645 -1.574 -6.395
H 4.917 -2.776 -2.907
H 6.154 -1.672 -3.536
H 5.417 -1.372 -1.937
H 5.457 0.644 -3.346
H 3.754 0.990 -3.670
H 5.075 1.470 -5.656
H 3.971 0.125 -5.985
H 5.276 -1.408 -7.412
H 4.889 -2.111 -5.816
H 6.546 -2.185 -6.445
C -3.682 0.593 -5.211
O -2.665 1.098 -4.363
C -2.509 0.336 -3.171
C -1.313 -0.587 -3.253
O -1.497 -1.608 -4.225
C -0.808 -1.346 -5.436
H -3.587 1.086 -6.178
H -3.590 -0.486 -5.356
H -4.668 0.823 -4.793
H -3.420 -0.229 -2.949
H -2.347 1.045 -2.358
H -1.192 -1.088 -2.286
H -0.398 -0.020 -3.456
H 0.266 -1.511 -5.301
H -0.979 -0.325 -5.786
H -1.178 -2.041 -6.189
*
```

Here are the natural (NBO) charges for atoms 1 to 4, given in e: number 1, C, carries -0.638; number 2, C, carries -0.068; number 3, O, carries -0.526; number 4, C, carries -0.096

***

[3]
Formula: C22H38BrGeNO3PdSi3
Source: OMol25
Level of theory: ωB97M-V with the def2-TZVPD basis set

The calculation puts the highest occupied orbital energy (spin up / spin down) at -3.721 / -4.865 eV. The calculation puts the calculated total energy at -6788.98097 hartree. The orbital gap (spin up / spin down) is 6.404 / 6.832 eV. The calculation puts the energy above the lowest of the compared OMol25 structures with the same formula, charge and spin at 1.048 eV. The expectation value of S² is 0.759.

```
! RIJCOSX wB97M-V def2-TZVPD def2/J DEFGRID3
* xyz -1 2
Pd -0.089 -1.433 1.024
O 1.525 -5.297 2.151
C 0.223 -5.183 1.642
C -0.642 -4.051 2.141
C -0.193 -2.922 2.834
C -1.028 -1.846 3.045
C -2.386 -2.003 2.787
C -2.771 -3.227 2.271
N -1.943 -4.208 1.999
H 1.981 -4.498 1.772
H -0.269 -6.165 1.857
H 0.335 -5.106 0.519
H 0.850 -2.902 3.170
H -0.659 -1.006 3.520
H -3.107 -1.219 2.929
H -3.762 -3.476 2.194
Br 4.314 -0.627 2.246
C 4.615 -0.714 0.315
C 5.674 -0.016 -0.194
C 5.949 0.022 -1.570
C 5.131 -0.703 -2.413
C 4.172 -1.530 -1.911
C 3.828 -1.529 -0.499
C 2.629 -2.220 -0.047
O 2.732 -3.231 0.642
O 1.516 -1.710 -0.521
H 6.324 0.506 0.494
H 6.818 0.575 -1.855
H 5.334 -0.608 -3.501
H 3.580 -2.244 -2.600
C 0.672 -0.222 -3.149
Si 0.475 1.198 -1.909
C 2.172 1.679 -1.296
C -0.310 2.718 -2.763
Ge -0.950 0.702 -0.072
Si -0.853 2.627 1.364
C -2.319 2.661 2.592
C -0.744 4.275 0.616
C 0.703 2.426 2.400
Si -3.198 0.631 -1.056
C -3.847 2.491 -1.019
C -4.492 -0.349 -0.050
C -3.245 -0.067 -2.783
H 1.389 -0.007 -3.960
H -0.201 -0.500 -3.713
H 1.087 -1.153 -2.694
H 2.615 0.784 -0.810
H 2.068 2.416 -0.532
H 2.887 1.945 -2.115
H 0.265 2.909 -3.668
H -0.243 3.572 -2.107
H -1.283 2.626 -3.007
H -2.389 3.642 3.047
H -2.047 1.891 3.238
H -3.268 2.559 2.084
H -1.640 4.510 0.055
H 0.004 4.367 -0.090
H -0.573 4.979 1.440
H 1.442 2.006 1.632
H 0.549 1.730 3.179
H 1.084 3.414 2.674
H -3.961 2.899 0.017
H -4.921 2.553 -1.417
H -3.186 3.100 -1.580
H -4.677 0.252 0.822
H -4.258 -1.367 0.217
H -5.458 -0.522 -0.641
H -2.850 0.471 -3.617
H -4.357 -0.197 -2.907
H -2.821 -1.076 -2.865
*
```

Here are the natural (NBO) charges for atoms 1 to 4, given in e: number 1, Pd, carries 0.392; number 2, O, carries -0.745; number 3, C, carries -0.098; number 4, C, carries 0.209

***

[4]
Formula: C22H38Cl8N2O5P
Source: OMol25
Level of theory: ωB97M-V with the def2-TZVPD basis set

The calculation puts the highest occupied orbital energy at -4.678 eV. The calculation puts the calculated total energy at -5369.50602 hartree. The orbital gap is 6.544 eV.

```
! RIJCOSX wB97M-V def2-TZVPD def2/J DEFGRID3
* xyz -1 1
C 1.756 -3.325 1.428
C 2.599 -3.455 0.063
C 2.329 -2.277 -0.994
C 2.934 -0.901 -0.440
C 2.293 0.425 -1.116
C 2.148 0.291 -2.726
O 2.842 0.998 -3.549
O 1.214 -0.573 -3.323
C 3.389 1.596 -0.818
C 4.873 1.529 -1.269
C 5.934 2.627 -0.982
C 5.548 3.900 -0.144
C 4.073 3.975 0.331
C 2.995 2.876 0.007
N 1.038 0.890 -0.461
N 0.395 -0.102 0.284
C 0.121 1.603 -1.392
C -1.032 2.356 -0.499
P -2.790 1.936 -1.017
O -3.581 3.267 -1.177
O -3.530 0.955 0.166
C -4.580 1.660 0.888
C -4.033 2.786 1.915
O -2.925 1.128 -2.505
C -2.908 -0.318 -2.366
C -4.376 -0.992 -2.309
H 0.676 -2.987 1.274
H 2.277 -2.512 2.054
H 1.739 -4.271 2.066
H 2.288 -4.461 -0.412
H 3.723 -3.423 0.319
H 1.184 -2.206 -1.137
H 2.745 -2.591 -2.015
H 4.077 -0.962 -0.614
H 2.820 -0.901 0.710
H 5.204 0.604 -1.870
H 6.986 2.482 -1.394
H 6.315 4.719 0.117
H 3.788 4.896 0.964
H 1.961 3.059 0.438
H 0.328 0.292 1.245
H -0.538 -0.341 -0.083
H 0.608 2.426 -2.011
H -0.434 0.810 -2.000
H -0.886 2.163 0.622
H -0.914 3.497 -0.636
H -5.402 2.063 0.189
H -5.104 0.852 1.547
H -2.940 2.573 2.167
H -4.697 2.941 2.837
H -4.033 3.776 1.318
H -2.332 -0.663 -1.432
H -2.360 -0.818 -3.254
H -5.230 -0.255 -2.498
H -4.412 -1.857 -3.077
H -4.546 -1.491 -1.288
C -5.355 -2.344 3.064
Cl -4.279 -0.983 3.402
Cl -5.830 -2.375 1.362
H -4.838 -3.272 3.305
H -6.249 -2.249 3.679
C 1.168 -2.948 -5.570
Cl 2.139 -3.447 -6.964
Cl 1.079 -4.237 -4.362
H 1.623 -2.066 -5.116
H 0.161 -2.709 -5.908
C 5.858 -3.939 2.419
Cl 4.352 -3.431 3.193
Cl 5.615 -5.385 1.432
H 6.217 -3.132 1.781
H 6.596 -4.157 3.189
C -5.464 3.338 5.871
Cl -6.960 4.193 5.477
Cl -5.459 1.708 5.188
H -4.621 3.895 5.464
H -5.371 3.268 6.954
*
```

Here are the Mulliken charges for atoms 1 to 4, given in e: number 1, C, carries -0.889; number 2, C, carries -0.048; number 3, C, carries -0.058; number 4, C, carries -1.079

***

[5]
Formula: C22H38ClNO8P2S
Source: OMol25
Level of theory: ωB97M-V with the def2-TZVPD basis set

The calculation puts the highest occupied orbital energy at -8.729 eV. The calculation puts the calculated total energy at -3058.71048 hartree. The orbital gap is 7.010 eV. The structure (SMILES) is CC(=O)OCCCCCCCCC1=C(P(O)Cl)C(=O)C(S)=C([PH2]=N)C1=O.COCCOCCOC.

```
! RIJCOSX wB97M-V def2-TZVPD def2/J DEFGRID3
* xyz 0 1
C 2.390 -0.787 -0.543
C 2.545 0.724 -0.578
O 3.296 1.295 -1.270
O 1.690 1.439 0.257
C 0.526 1.769 -0.543
C -0.541 2.478 0.294
C -0.914 3.844 -0.311
C -1.382 3.736 -1.798
C -2.669 4.548 -2.087
C -3.928 3.646 -2.060
C -4.252 3.089 -0.646
C -5.764 3.144 -0.270
C -6.442 1.803 -0.414
C -7.450 1.431 0.370
P -8.211 2.431 1.741
O -8.653 3.813 0.931
Cl -6.656 2.928 3.080
C -8.082 0.081 0.171
O -9.190 -0.148 0.521
C -7.301 -1.016 -0.533
S -7.721 -2.704 -0.292
C -6.322 -0.639 -1.334
P -5.311 -1.821 -2.324
N -6.261 -2.460 -3.412
C -6.032 0.823 -1.493
O -5.508 1.177 -2.494
H 2.083 -1.123 -1.537
H 1.585 -1.035 0.152
H 3.331 -1.249 -0.247
H 0.877 2.391 -1.374
H 0.131 0.823 -0.947
H -0.117 2.648 1.291
H -1.436 1.860 0.419
H -1.670 4.362 0.283
H -0.007 4.461 -0.288
H -1.573 2.688 -2.060
H -0.567 4.108 -2.424
H -2.605 4.900 -3.125
H -2.775 5.432 -1.449
H -4.779 4.172 -2.501
H -3.677 2.801 -2.707
H -3.699 3.694 0.080
H -3.840 2.078 -0.563
H -5.854 3.562 0.732
H -6.248 3.839 -0.969
H -8.509 3.673 -0.017
H -8.802 -2.689 0.520
H -4.737 -2.776 -1.454
H -4.280 -1.110 -2.972
H -5.930 -2.242 -4.347
C 8.133 -0.320 1.519
O 7.780 -1.614 1.955
C 6.390 -1.725 2.210
C 5.992 -3.177 2.371
O 5.789 -3.843 1.130
C 6.967 -4.202 0.416
C 7.674 -5.410 0.997
O 8.491 -5.026 2.091
C 8.929 -6.140 2.837
H 7.860 0.432 2.268
H 9.211 -0.297 1.372
H 7.646 -0.087 0.565
H 5.821 -1.277 1.386
H 6.172 -1.181 3.140
H 5.021 -3.204 2.871
H 6.700 -3.720 3.000
H 7.644 -3.352 0.314
H 6.622 -4.470 -0.586
H 8.319 -5.859 0.230
H 6.931 -6.147 1.325
H 8.077 -6.663 3.285
H 9.573 -5.777 3.636
H 9.501 -6.832 2.208
*
```

Here are the Mulliken charges for atoms 1 to 4, given in e: number 1, C, carries -0.896; number 2, C, carries 0.818; number 3, O, carries -0.513; number 4, O, carries -0.402

***

[6]
Formula: C22H38IN3O5
Source: OMol25
Level of theory: ωB97M-V with the def2-TZVPD basis set

The calculation puts the highest occupied orbital energy at -4.226 eV. The calculation puts the calculated total energy at -1698.23840 hartree. The orbital gap is 1.231 eV.

```
! RIJCOSX wB97M-V def2-TZVPD def2/J DEFGRID3
* xyz 0 1
C 3.741 3.392 -1.484
C 2.808 3.032 -0.465
C 1.621 2.367 0.449
N 0.273 3.067 0.176
C -0.948 2.537 0.582
N -2.267 3.254 0.248
C -2.707 2.920 -1.160
C -4.174 2.831 -1.536
C -2.174 4.740 0.504
C -2.187 5.610 -0.920
O -1.108 5.666 -1.749
I -3.959 6.760 -1.608
N -1.075 1.219 1.313
C -0.636 1.293 2.755
C 0.707 0.441 3.135
C 0.992 -0.888 2.227
C 2.618 -1.020 1.860
C 2.900 -1.181 0.243
O 3.490 -2.469 -0.150
C 4.057 -2.419 -1.520
C 3.160 -2.276 -2.906
O 5.397 -2.532 -1.712
O -2.419 0.956 1.385
C -2.669 -0.492 1.441
C -3.548 -0.861 0.071
C -5.062 -1.374 0.450
C -2.720 -2.032 -0.729
C -1.290 -1.440 -1.274
C -2.605 -3.409 0.154
H 4.683 3.738 -2.092
H 1.471 1.215 0.312
H 1.902 2.598 1.581
H 0.364 3.977 -0.366
H -1.846 2.679 -1.949
H -4.684 1.805 -1.838
H -4.865 3.784 -1.473
H -3.136 5.115 1.098
H -1.204 5.067 1.072
H -1.507 1.037 3.530
H -0.379 2.438 2.968
H 0.550 0.054 4.254
H 1.651 1.169 3.207
H 0.732 -1.907 2.786
H 0.440 -0.931 1.198
H 3.090 -1.993 2.365
H 3.201 -0.068 2.228
H 3.639 -0.309 -0.087
H 1.920 -1.019 -0.416
H 2.072 -1.841 -2.699
H 3.007 -3.329 -3.412
H 3.692 -1.587 -3.693
H -1.715 -1.159 1.569
H -3.390 -0.680 2.363
H -3.590 0.124 -0.590
H -5.830 -0.507 0.614
H -5.448 -2.019 -0.449
H -5.024 -2.071 1.388
H -3.364 -2.294 -1.696
H -0.449 -2.257 -1.121
H -1.446 -1.173 -2.415
H -0.919 -0.468 -0.737
H -1.866 -4.198 -0.301
H -2.314 -3.255 1.278
H -3.681 -3.925 0.154
C 6.792 -5.136 -1.677
O 6.321 -6.363 -1.511
H 6.115 -4.298 -1.441
H 7.681 -4.852 -1.089
H 7.120 -4.853 -2.692
*
```

Here are the natural (NBO) charges for atoms 1 to 4, given in e: number 1, C, carries -0.184; number 2, C, carries -0.112; number 3, C, carries -0.282; number 4, N, carries -0.585

***

> The highest calculated total energy belongs to which entry?

C22H38IN3O5